{
  "formula": "H8LiO4",
  "method": "ωB97M-V/def2-TZVPD",
  "symbols": ["Li", "O", "H", "H", "O", "H", "H", "O", "H", "H", "O", "H", "H"],
  "xyz": [[-23.8909, -36.7545, 1.5322], [-25.8413, -37.3546, 1.7891], [-26.6195, -38.0003, 1.5185], [-26.2566, -36.4605, 1.7823], [-23.4630, -37.0998, -0.3952], [-23.9809, -37.6089, -1.0829], [-22.6094, -37.3850, -0.4807], [-22.8803, -37.9883, 2.5554], [-22.2608, -38.2752, 3.3473], [-23.4848, -38.7696, 2.3409], [-23.8985, -34.6417, 1.3759], [-24.5753, -34.1577, 0.9117], [-22.8002, -34.4400, 1.0475]],
  "forces_ev_per_angstrom": [[-0.28, 0.43, -0.22], [-2.50, -0.83, -0.92], [2.47, 2.01, 0.83], [0.13, -0.98, 0.11], [-4.31, 0.14, -0.58], [0.80, 0.94, 1.17], [3.66, -1.21, -0.51], [0.60, -2.24, 1.65], [-2.07, 0.82, -2.49], [1.45, 1.20, 0.84], [5.28, -0.75, -0.17], [0.41, 0.74, -0.78], [-5.62, -0.27, 1.05]],
  "nbo_charge": [0.915, -1.003, 0.524, 0.498, -0.973, 0.510, 0.486, -1.021, 0.538, 0.505, -1.017, 0.507, 0.532],
  "lumo_energy_ev": -3.6,
  "total_charge": 1,
  "homo_lumo_gap_ev": 12.4,
  "e_homo_ev": -16.0677,
  "energy_ev": -8520.2016,
  "largest_force_ev_per_a": 5.728,
  "relative_energy_kcal_mol": 37.7,
  "multiplicity": 1
}

=====

{
  "formula": "H4O2",
  "method": "ωB97M-V/def2-TZVPD",
  "symbols": ["O", "H", "H", "O", "H", "H"],
  "xyz": [[1.2767, -0.0854, 0.1402], [0.3358, 0.0206, -0.3968], [1.8404, 0.7680, -0.1059], [-1.1228, 0.1488, 0.0251], [-0.8224, -0.6890, -0.4487], [-1.5077, -0.1630, 0.7861]],
  "forces_ev_per_angstrom": [[-0.06, 2.72, -2.81], [4.73, 0.80, 2.53], [-1.94, -2.85, 0.68], [0.20, -0.63, -4.36], [-1.63, 1.02, 0.89], [-1.30, -1.07, 3.08]],
  "nbo_charge": [-0.985, 0.462, 0.467, -0.894, 0.466, 0.484],
  "lumo_energy_ev": 0.8,
  "total_charge": 0,
  "homo_lumo_gap_ev": 11.2,
  "smiles": "O.O",
  "e_homo_ev": -10.4235,
  "energy_ev": -4158.4808,
  "largest_force_ev_per_a": 5.426,
  "relative_energy_kcal_mol": 33.6,
  "multiplicity": 1
}

=====

{
  "formula": "C9H14O",
  "method": "ωB97M-V/def2-TZVPD",
  "symbols": ["C", "C", "C", "C", "C", "C", "C", "H", "H", "H", "H", "H", "H", "H", "H", "C", "C", "O", "H", "H", "H", "H", "H", "H"],
  "xyz": [[0.9596, 1.8856, -0.6776], [-2.6566, 0.8060, -0.3883], [-2.7303, 0.5161, 1.0125], [-1.4747, 1.1630, -1.0471], [-0.3567, 1.3206, -0.2489], [-1.5861, 0.6324, 1.7464], [-0.4414, 1.0401, 1.1164], [-3.5091, 0.5963, -0.8244], [-3.7409, 0.4732, 1.4572], [-1.3901, 1.2752, -2.0276], [-1.6054, 0.2819, 2.7201], [1.3306, 2.8184, -0.0273], [1.1843, 2.3194, -1.7020], [0.4044, 1.3151, 1.7604], [1.6641, 1.0624, -0.5611], [2.0079, -1.7458, 0.1828], [1.4856, -1.9408, -1.2052], [1.1347, -2.6596, 1.0184], [2.9979, -2.1663, 0.3943], [2.0145, -0.6384, 0.5052], [0.6287, -1.3374, -1.6981], [0.6097, -2.1700, 1.5889], [0.9406, -2.9403, -1.0800], [2.1288, -1.9070, -2.0150]],
  "forces_ev_per_angstrom": [[1.31, 2.28, -0.37], [4.37, 0.32, 1.06], [-0.75, 1.43, -0.36], [-1.69, -1.10, 4.46], [1.03, 1.80, -1.59], [0.20, -0.83, -0.81], [0.45, 0.19, 2.74], [-4.02, -0.52, -2.97], [0.77, -0.57, -0.15], [-0.03, 0.60, -4.14], [0.24, 0.04, 2.05], [-0.96, -2.31, -0.69], [-1.26, -0.98, 0.83], [-0.12, -0.42, -0.42], [0.45, 0.10, 0.30], [-1.10, 0.28, 1.64], [-3.68, -1.20, -0.34], [2.35, 0.30, -2.03], [-0.11, 0.36, -0.65], [-0.16, -1.73, 0.06], [0.95, 0.00, 1.77], [-1.43, 1.46, 1.74], [1.20, 1.00, -0.90], [1.98, -0.50, -1.22]],
  "nbo_charge": [-0.704, -0.019, -0.001, -0.232, 0.195, -0.237, -0.054, 0.219, 0.255, 0.242, 0.249, 0.283, 0.274, 0.249, 0.272, -0.083, -0.675, -0.729, 0.217, 0.142, 0.190, 0.456, 0.262, 0.228],
  "lumo_energy_ev": [-4.5, -8.6],
  "s2": 0.768,
  "total_charge": 1,
  "homo_lumo_gap_ev": [9.0, 4.9],
  "e_homo_ev": [-13.5117, -13.5106],
  "energy_ev": -11596.3451,
  "largest_force_ev_per_a": 5.028,
  "relative_energy_kcal_mol": 74.3,
  "multiplicity": 2
}

=====

> Look up the multiplicity of the second one.

1